(1)
Below is 2 unconnected molecules or ions with the total composition C3H9NO4S in a non-equilibrium geometry, with properties calculated with ωB97M-V with the def2-TZVPD basis set.

Each line ends with the natural charge from an NBO analysis.
Atoms and positions in Å:
C (-1.442, -1.731, -0.021)  -0.377
C (-1.534, -0.695, -0.854)  -0.204
C (-1.532, 0.720, -0.271)  0.314
N (2.626, 1.036, -0.213)  -1.112
O (0.839, 0.131, 1.335)  -0.988
O (2.467, -1.394, 0.220)  -0.901
O (-0.401, 1.441, -0.824)  -0.735
O (-1.682, 0.893, 1.149)  -0.735
S (1.344, -0.080, -0.020)  1.671
H (-1.402, -2.699, -0.201)  0.191
H (1.884, -2.114, 0.507)  0.479
H (-1.551, -1.443, 0.986)  0.192
H (-1.497, -0.670, -1.905)  0.210
H (-2.428, 1.159, -0.783)  0.162
H (2.273, 2.018, -0.336)  0.406
H (3.606, 0.816, -0.293)  0.422
H (-0.553, 2.198, -0.130)  0.493
H (-1.017, 0.414, 1.654)  0.511

## Properties
spin multiplicity	1
energy	-23769.38744	eV
ΔE to the lowest compared entry with this formula, charge and spin	196.5	kJ/mol
lowest unoccupied orbital energy	0.64	eV
total charge	0
strongest force on any atom	4.71	eV/Å
Kohn-Sham gap	10.04	eV


(2)
Below is a molecular structure, C39H31N5O5S2Sc in a non-equilibrium geometry, with properties calculated with ωB97M-V with the def2-TZVPD basis set.

Each line ends with the Löwdin charge.
Atoms and positions in Å:
Sc (-1.723, 1.175, 0.009)  0.899
C (5.235, 1.001, -2.002)  -0.085
C (4.568, 0.862, -0.725)  -0.049
C (3.236, 0.859, -0.615)  0.019
C (2.345, 0.971, -1.806)  -0.317
C (3.074, 0.966, -3.171)  -0.133
C (4.548, 1.122, -3.139)  -0.053
N (0.242, -0.072, -2.558)  0.126
C (-0.695, -1.091, -2.727)  -0.202
C (-0.319, -2.268, -3.356)  -0.044
C (-1.254, -3.223, -3.719)  -0.126
C (-2.593, -3.000, -3.441)  -0.129
C (-2.984, -1.868, -2.756)  -0.038
C (-2.058, -0.887, -2.356)  -0.215
N (-2.425, 0.240, -1.658)  -0.127
N (-3.789, 0.352, -1.474)  0.026
C (-4.260, 1.374, -0.800)  -0.381
C (-5.677, 1.502, -0.640)  -0.032
C (-6.196, 2.520, 0.096)  -0.115
C (-5.329, 3.466, 0.684)  -0.119
C (-3.977, 3.311, 0.495)  -0.178
N (-3.432, 2.323, -0.215)  -0.029
H (6.316, 1.044, -2.002)  0.097
H (5.189, 0.806, 0.158)  0.104
H (2.727, 0.853, 0.337)  0.112
H (2.601, 1.682, -3.844)  0.160
H (5.044, 1.283, -4.087)  0.109
H (0.726, -2.441, -3.569)  0.103
H (-0.931, -4.119, -4.233)  0.084
H (-3.337, -3.715, -3.766)  0.086
H (-4.017, -1.703, -2.496)  0.087
H (-6.301, 0.753, -1.101)  0.100
H (-7.266, 2.608, 0.244)  0.091
H (-5.719, 4.278, 1.277)  0.078
H (-3.267, 4.026, 0.915)  0.106
O (-0.686, 2.814, -0.985)  -0.297
S (0.602, 2.462, -0.410)  0.421
O (1.277, 3.523, 0.269)  -0.245
O (0.415, 1.238, 0.365)  -0.347
O (1.506, 2.108, -1.700)  -0.129
C (-2.587, -1.543, 3.092)  -0.026
C (-1.835, -2.669, 3.393)  -0.106
C (-0.725, -3.054, 2.654)  -0.060
C (-0.415, -2.336, 1.496)  -0.145
C (-1.250, -1.293, 1.143)  -0.003
C (-2.265, -0.770, 1.952)  -0.414
C (0.749, -2.477, 0.616)  -0.174
C (1.815, -3.365, 0.745)  0.009
C (2.835, -3.316, -0.189)  -0.005
C (2.814, -2.373, -1.218)  -0.149
C (3.765, -2.347, -2.301)  -0.032
C (3.619, -1.523, -3.340)  -0.043
C (2.557, -0.479, -3.440)  -0.136
C (1.607, -0.357, -2.213)  -0.248
C (1.737, -1.475, -1.216)  -0.155
N (0.762, -1.563, -0.358)  0.183
H (-3.412, -1.248, 3.728)  0.107
H (-2.108, -3.253, 4.262)  0.094
H (-0.122, -3.890, 2.972)  0.092
H (-1.080, -0.767, 0.196)  0.066
H (1.829, -4.101, 1.534)  0.102
H (3.663, -4.011, -0.138)  0.109
H (4.568, -3.071, -2.273)  0.109
H (4.308, -1.570, -4.172)  0.111
H (2.014, -0.575, -4.384)  0.150
H (-0.136, 0.751, -2.096)  0.085
C (-2.280, 2.473, 3.759)  -0.308
S (-0.968, 2.789, 2.504)  0.939
O (-2.773, 0.373, 1.614)  -0.167
C (0.435, 1.906, 3.151)  -0.499
C (1.682, 2.501, 2.990)  -0.120
C (2.824, 1.852, 3.421)  -0.089
C (2.735, 0.620, 4.048)  -0.099
C (1.494, 0.024, 4.199)  -0.078
C (0.347, 0.655, 3.747)  -0.078
H (-2.173, 1.482, 4.182)  0.025
H (-3.225, 2.536, 3.226)  0.027
H (-2.208, 3.232, 4.534)  0.032
H (1.753, 3.449, 2.484)  0.090
H (3.788, 2.321, 3.278)  0.101
H (3.629, 0.131, 4.413)  0.094
H (1.415, -0.951, 4.662)  0.102
H (-0.600, 0.146, 3.841)  0.089

## Properties
spin multiplicity	1
energy	-101009.43755	eV
ΔE to the lowest compared entry with this formula, charge and spin	178.1	kJ/mol
lowest unoccupied orbital energy	2.41	eV
total charge	-1
strongest force on any atom	2.59	eV/Å
Kohn-Sham gap	5.41	eV